The following is a DFT calculation (wB97M-V/def2-TZVPD) of a 11-piece molecular cluster, C26H75NO22 overall at a distorted geometry.

The geometry in XYZ format:
```
124
Properties=species:S:1:pos:R:3:forces:R:3
C -4.2593 1.0593 3.2080 -0.5 0.2 0.6
C -3.5873 -0.0193 2.4054 0.3 -0.6 -0.5
O -4.2069 -1.2662 2.7497 0.3 0.2 -0.5
O -4.2320 0.8128 4.6159 0.1 -0.3 -0.2
H -5.3081 1.1508 2.8841 0.2 -0.1 -0.1
H -3.7997 2.0405 3.0642 0.1 -0.2 -0.1
H -2.4951 -0.0727 2.5699 -0.3 0.1 0.3
H -3.7034 0.2395 1.3331 -0.2 -0.2 0.3
H -3.8545 -2.0025 2.1916 -0.1 0.6 0.3
H -4.6075 -0.0715 4.7504 0.1 0.3 -0.1
C -2.7070 -4.1532 4.9757 0.9 -1.7 -0.7
C -2.5778 -2.7808 5.4567 -0.1 1.5 1.3
O -1.1964 -2.5536 5.7984 -0.5 0.1 -0.4
O -1.9620 -4.3593 3.7306 -0.1 0.5 0.7
H -3.7453 -4.4453 4.8379 0.0 0.1 -0.3
H -2.2779 -4.8420 5.7237 -0.1 0.2 -0.1
H -3.1792 -2.6520 6.3759 0.0 -0.2 -0.2
H -2.9775 -2.0525 4.7425 0.4 -0.1 -0.2
H -1.0948 -1.6070 5.9484 0.1 -0.1 0.0
H -1.0672 -3.9816 3.9025 -0.5 -0.5 -0.2
C 0.7965 -3.7140 -1.2347 -0.5 0.1 -0.7
C 1.3736 -4.7035 -0.2732 0.1 -1.2 0.0
O 2.7123 -5.1420 -0.6135 -0.8 0.0 0.2
O 0.4102 -4.3619 -2.4529 -0.2 -0.3 0.0
H 1.4754 -2.9396 -1.5791 0.2 0.1 0.5
H -0.0847 -3.2495 -0.7845 0.4 0.2 -0.1
H 0.6466 -5.5457 -0.2859 0.5 0.0 0.0
H 1.3625 -4.4010 0.7737 0.4 0.5 -0.1
H 2.6375 -5.7244 -1.3832 0.0 0.3 0.2
H -0.4034 -4.8698 -2.2695 0.3 0.4 0.0
C -1.8285 -0.9351 -5.4937 0.3 1.5 -0.5
C -2.3611 -1.5637 -4.2401 -0.8 -0.6 -0.7
O -2.5576 -0.6133 -3.2193 0.1 -0.1 1.0
O -2.9915 -0.4944 -6.2315 0.0 -0.4 0.2
H -1.1473 -1.5438 -6.0957 -0.4 -0.3 0.1
H -1.2840 -0.0165 -5.2121 0.1 -0.5 0.0
H -1.7401 -2.3691 -3.8567 0.3 0.2 0.2
H -3.3170 -2.0234 -4.5406 0.1 0.0 0.3
H -3.1765 0.0827 -3.4631 0.2 0.0 -0.4
H -2.7482 -0.1214 -7.0782 0.3 0.1 -0.1
C 2.1230 -4.8967 4.4342 0.1 0.2 -0.3
C 3.2657 -5.4924 3.6319 0.1 -0.2 0.7
O 3.2798 -6.9290 3.8096 -0.1 0.7 -0.4
O 0.8634 -4.8762 3.7787 -0.2 -0.6 -0.3
H 2.3441 -3.8437 4.5778 0.1 0.1 0.2
H 2.0648 -5.3851 5.4072 0.0 -0.1 0.1
H 4.1840 -5.0375 4.0479 -0.1 -0.3 -0.2
H 3.1638 -5.1862 2.5907 0.0 -0.2 -0.2
H 3.8223 -7.3313 3.1181 -0.1 0.2 0.2
H 0.5895 -5.7829 3.5742 0.1 0.2 0.1
C 0.3186 3.2324 2.9038 -0.2 -0.3 -0.7
C -0.0764 3.0997 4.3462 1.0 -0.8 0.2
O 0.8800 2.2674 5.0786 -0.2 0.7 -0.6
O 1.3822 4.1544 2.8125 0.4 0.0 -0.8
H -0.5546 3.5198 2.2817 0.2 0.3 0.3
H 0.6016 2.2408 2.5088 0.1 0.1 0.2
H -1.0202 2.5539 4.4046 -0.1 0.3 0.3
H -0.0998 4.1121 4.7691 -0.3 -0.3 0.2
H 1.7718 2.5375 4.7972 -0.5 0.0 0.1
H 1.7332 4.1193 1.8729 -0.5 -0.3 0.9
C -3.0655 -5.0641 -0.4949 -0.3 0.1 -1.1
C -2.6579 -3.7246 0.0712 0.7 0.5 0.2
O -3.1993 -3.4887 1.3480 0.5 -0.6 1.3
O -2.0025 -5.4611 -1.3915 -0.2 -0.4 0.4
H -3.9826 -4.9529 -1.0942 0.1 -0.1 0.3
H -3.2714 -5.7840 0.3002 0.4 0.0 0.0
H -2.9474 -2.8897 -0.5710 -0.3 -0.1 -0.1
H -1.5590 -3.6572 0.0729 -0.3 -0.3 0.3
H -2.6789 -3.9688 2.0727 -0.7 0.8 -0.9
H -2.1001 -6.3896 -1.6323 -0.2 0.1 0.1
C -0.8783 -0.2563 -0.1757 -1.0 1.6 -0.3
C -1.2637 1.2093 -0.4412 0.5 0.7 -0.9
O -0.1640 1.9785 -0.9902 -0.3 -0.5 0.3
O -0.3921 -0.7834 -1.3963 -0.6 -0.1 0.0
H -1.8279 -0.7065 0.1680 0.5 -0.4 0.0
H -0.1134 -0.2806 0.5928 0.2 -0.4 0.0
H -1.6169 1.7920 0.4143 0.0 -0.4 0.2
H -2.0670 1.2241 -1.2014 0.1 -0.1 0.3
H 0.4899 1.3604 -1.3576 -0.3 0.0 0.1
H -1.1327 -0.6415 -2.0369 0.5 -0.2 0.2
C -0.3543 3.8134 -3.9096 0.5 0.3 0.3
C -0.5120 2.4233 -4.4191 -1.1 -0.6 -0.2
O -1.9433 2.0407 -4.4669 0.9 0.5 0.0
O -1.0132 4.7674 -4.7138 -0.4 0.0 -0.4
H 0.7070 4.0623 -3.9410 0.0 0.0 0.1
H -0.6806 3.8486 -2.8669 -0.1 0.1 0.0
H -0.0523 1.7328 -3.7151 0.0 -0.1 -0.1
H -0.0565 2.3191 -5.4119 -0.1 -0.1 0.1
H -2.3564 2.4366 -5.2436 0.2 -0.2 0.0
H -1.8703 4.3924 -4.9562 0.1 0.3 0.2
C 5.0075 2.4058 -4.1956 0.0 -1.1 0.6
C 3.7262 3.1554 -4.2599 -0.9 0.6 -0.8
O 2.6698 2.4790 -3.5814 0.5 0.2 0.3
O 5.4040 2.4099 -2.8322 0.5 0.2 0.5
H 5.8035 2.7724 -4.8410 -0.1 0.3 -0.2
H 4.7841 1.3594 -4.4454 0.0 0.1 -0.4
H 3.4240 3.2331 -5.3130 0.0 -0.1 0.2
H 3.8309 4.1983 -3.9206 0.1 -0.3 0.2
H 2.9207 2.3634 -2.6403 -0.2 0.0 -0.5
H 6.2144 1.8991 -2.7420 0.0 0.0 0.0
C 3.0372 0.0171 -1.4855 -0.1 -0.5 -0.2
O 2.6149 1.2717 -0.9987 0.9 0.1 0.1
C 3.4732 1.7487 0.0422 -0.8 0.2 1.4
C 3.4332 3.2716 0.0241 1.6 -0.6 -1.3
N 2.0886 3.7341 0.0568 -0.4 -0.1 0.4
C 1.9455 5.1233 -0.3812 0.6 -0.7 0.3
C 0.5201 5.5910 -0.2189 -0.2 -0.2 -0.7
O 0.5506 6.8849 0.3084 0.5 0.2 -0.1
C -0.7068 7.3730 0.6053 -1.1 0.4 0.2
H 3.1428 -0.7286 -0.6874 -0.1 0.2 0.0
H 3.9916 0.1024 -2.0144 0.0 0.0 0.0
H 2.2672 -0.3293 -2.1703 0.0 -0.1 -0.1
H 4.4912 1.3613 -0.0223 0.0 0.1 -0.4
H 3.0571 1.3798 1.0026 0.1 0.1 -0.3
H 3.9539 3.5244 -0.9310 -0.3 0.2 0.2
H 4.0802 3.7038 0.7934 -0.3 -0.1 0.3
H 1.5390 3.0510 -0.4692 -0.4 0.7 0.2
H 2.3484 5.2474 -1.3977 -0.2 0.2 0.0
H 2.5851 5.7077 0.2906 -0.1 0.1 -0.1
H -0.0486 4.9230 0.4425 0.2 0.0 0.0
H 0.0356 5.5624 -1.2099 -0.2 0.2 0.2
H -1.3229 7.5863 -0.2851 0.2 -0.2 0.0
H -0.6007 8.3171 1.1380 0.1 0.0 0.1
H -1.2719 6.6783 1.2492 0.1 0.1 -0.1
```
Positions in Å, forces in eV/Å.

Properties
Energy above the lowest of the compared OMol25 structures with the same formula, charge and spin: 0.0 kJ/mol
SMILES: COCCNCCOC.OCCO.OCCO.OCCO.OCCO.OCCO.OCCO.OCCO.OCCO.OCCO.OCCO
Lowest unoccupied orbital energy: 0.352 eV

Atom charges from the Löwdin analysis, given in e for atoms 1 to 4: number 1, C, carries -0.2475; number 2, C, carries -0.2566; number 3, O, carries -0.0931; number 4, O, carries -0.0739


The following is a DFT calculation (wB97M-V/def2-TZVPD) of a 6-piece molecular cluster, C41H53O overall at a distorted geometry.

The geometry in XYZ format:
```
95
Properties=species:S:1:pos:R:3:forces:R:3
C 6.9968 0.0122 0.0020 0.5 0.6 -0.9
C 6.4216 1.5107 -0.4187 1.7 -0.7 -0.1
C 5.8630 1.5510 -1.9837 -1.1 0.4 1.3
C 4.3033 0.9711 -1.9384 1.1 0.4 -0.7
C 4.3310 -0.5808 -2.4648 -0.3 0.3 -0.1
C 2.8838 -1.3497 -2.4479 -0.2 0.2 -0.7
C 1.6039 -0.4183 -2.0208 -0.9 -0.4 -0.1
C 1.3606 -0.3039 -0.3874 -0.2 -0.8 -0.1
C -0.0949 0.3217 0.0347 0.2 -0.6 0.2
C -0.2238 1.9491 -0.1158 -0.8 -0.2 0.7
O 0.1679 2.4889 -1.4271 1.6 -0.2 1.7
C 1.4887 3.1725 -1.3579 -0.2 1.0 -0.1
H 7.8936 0.1635 0.7521 -1.4 -0.2 -1.4
H 7.4200 -0.5574 -0.9576 -0.5 1.4 1.6
H 7.3250 2.2520 -0.2653 -1.8 -0.8 -0.6
H 5.6025 1.8211 0.3730 1.2 -0.3 -1.8
H 6.5331 0.8901 -2.7011 -1.3 1.5 1.6
H 5.7673 2.6744 -2.3712 0.5 -2.3 0.7
H 3.9327 1.1163 -0.8379 0.6 -0.6 -2.1
H 3.6613 1.6998 -2.6300 1.1 -1.9 1.3
H 5.0824 -1.2030 -1.8137 -1.2 1.5 -1.2
H 4.7131 -0.5407 -3.5946 -0.7 -0.1 2.5
H 2.6920 -1.7299 -3.5558 0.2 0.7 2.3
H 2.9337 -2.3050 -1.7721 -0.2 1.8 -1.1
H 1.6067 0.6344 -2.5681 0.2 -2.3 1.3
H 0.6354 -0.9760 -2.4410 1.9 1.2 0.9
H 1.3680 -1.4299 0.0082 0.0 2.4 -0.8
H 2.2205 0.2419 0.1886 -1.6 -0.9 -1.2
H -0.9402 -0.2771 -0.5585 1.8 1.6 1.1
H -0.2703 0.0358 1.1801 0.3 0.8 -2.4
H -1.3665 2.2473 0.0415 2.4 -0.6 -0.3
H 0.4091 2.4745 0.7343 -1.2 -1.1 -1.7
H 2.2153 2.6993 -0.5643 -1.4 0.7 -1.8
H 1.9557 3.2289 -2.4471 -1.0 -0.5 2.4
H 1.2761 4.2853 -1.0359 0.5 -2.0 -0.5
C 4.9458 -0.8215 2.8605 -0.1 -0.1 0.2
C 4.7171 -1.7523 1.8475 -0.3 -0.2 0.0
C 4.2093 -3.0131 2.1595 0.0 0.3 0.3
C 3.9207 -3.3399 3.4848 0.1 0.1 0.0
C 4.1459 -2.4077 4.4973 0.0 -0.1 -0.1
C 4.6624 -1.1501 4.1863 0.0 -0.1 -0.3
H 5.3448 0.1598 2.6173 0.1 -0.2 -0.2
H 4.9356 -1.4951 0.8140 0.3 0.2 0.2
H 4.0376 -3.7405 1.3707 0.0 0.1 0.1
H 3.5203 -4.3206 3.7275 0.0 0.1 0.0
H 3.9193 -2.6619 5.5299 0.0 0.0 -0.1
H 4.8429 -0.4261 4.9760 -0.1 0.0 -0.1
C -2.1833 -2.6680 1.9525 -0.1 0.1 0.0
C -2.8520 -2.1277 0.8544 -0.1 0.0 0.2
C -4.0375 -1.4169 1.0394 0.1 -0.1 0.2
C -4.5495 -1.2378 2.3248 0.2 -0.1 0.0
C -3.8788 -1.7748 3.4232 0.0 0.0 -0.2
C -2.6982 -2.4936 3.2373 -0.1 0.1 -0.2
H -1.2613 -3.2248 1.8076 -0.1 0.1 0.0
H -2.4493 -2.2615 -0.1465 0.0 0.0 0.2
H -4.5618 -1.0019 0.1829 0.1 0.0 0.1
H -5.4707 -0.6797 2.4696 0.1 -0.1 0.0
H -4.2770 -1.6337 4.4250 0.1 0.0 -0.1
H -2.1788 -2.9166 4.0927 -0.1 0.1 -0.1
C 8.1688 1.4245 8.9084 -0.1 -0.1 -0.1
C 8.2002 1.2884 7.5209 -0.1 -0.1 0.1
C 7.2641 0.4795 6.8773 0.0 0.0 0.1
C 6.2894 -0.1862 7.6213 0.1 0.1 0.1
C 6.2557 -0.0471 9.0085 0.1 0.1 -0.1
C 7.1976 0.7545 9.6529 0.0 0.0 -0.2
H 8.9006 2.0523 9.4099 -0.1 -0.1 -0.1
H 8.9554 1.8126 6.9406 -0.1 -0.1 0.1
H 7.2930 0.3683 5.7968 0.0 0.0 0.1
H 5.5568 -0.8128 7.1195 0.1 0.1 0.1
H 5.4951 -0.5646 9.5880 0.1 0.1 -0.1
H 7.1745 0.8583 10.7342 0.0 0.0 -0.1
C -6.0469 1.1008 -3.9998 0.0 -0.2 0.1
C -7.1702 0.2826 -3.8838 0.2 -0.1 0.1
C -7.0934 -0.9113 -3.1671 0.2 0.1 0.0
C -5.8947 -1.2823 -2.5574 0.0 0.2 -0.1
C -4.7724 -0.4622 -2.6702 -0.1 0.0 -0.1
C -4.8467 0.7271 -3.3948 -0.2 -0.1 0.0
H -6.1062 2.0294 -4.5613 0.0 -0.1 0.1
H -8.1062 0.5752 -4.3532 0.2 0.0 0.1
H -7.9671 -1.5518 -3.0826 0.1 0.1 0.0
H -5.8360 -2.2103 -1.9947 0.0 0.1 -0.1
H -3.8387 -0.7508 -2.1936 -0.1 0.1 -0.1
H -3.9706 1.3630 -3.4871 -0.1 -0.1 0.0
C -11.0669 0.0945 -7.5540 -0.1 0.2 0.1
C -10.3651 0.3605 -6.3786 -0.1 0.1 0.0
C -10.6005 1.5426 -5.6772 -0.1 0.0 -0.2
C -11.5458 2.4551 -6.1465 0.0 -0.2 -0.1
C -12.2503 2.1873 -7.3199 0.1 -0.1 0.1
C -12.0082 1.0094 -8.0263 0.1 0.0 0.2
H -10.8808 -0.8254 -8.1021 0.0 0.1 0.1
H -9.6335 -0.3538 -6.0093 -0.1 0.1 -0.1
H -10.0487 1.7527 -4.7651 -0.1 0.0 -0.1
H -11.7329 3.3742 -5.5975 0.0 -0.1 -0.1
H -12.9881 2.8978 -7.6846 0.1 -0.1 0.1
H -12.5532 0.8037 -8.9433 0.1 0.0 0.1
```
Positions in Å, forces in eV/Å.

Properties
Charge: -1
Lowest unoccupied orbital energy: 1.851 eV

Atom charges from the Löwdin analysis, given in e for atoms 1 to 4: number 1, C, carries -0.2885; number 2, C, carries -0.3805; number 3, C, carries -0.2328; number 4, C, carries -0.2337


The following is a DFT calculation (wB97M-V/def2-TZVPD) of a 2-piece molecular cluster, C6H12IN2 overall at a distorted geometry.

The geometry in XYZ format:
```
21
Properties=species:S:1:pos:R:3:forces:R:3
C 1.6130 -0.1816 -0.8046 0.0 -0.3 0.3
C 0.9495 1.0071 -0.7214 -0.4 0.2 0.3
C 0.0578 -0.3984 0.8216 -0.8 -0.6 0.7
C 1.3730 -2.4494 0.1971 0.0 -0.7 0.0
C -0.5845 2.0061 0.9420 -0.2 0.5 0.4
C -2.1733 0.5995 -1.1827 -0.3 -0.3 -0.2
N 1.1148 -1.0442 0.1022 0.1 0.7 -0.5
N -0.0785 0.8885 0.1799 0.8 -0.3 -0.4
I -3.0829 -1.0972 -0.4789 -0.1 0.3 -0.2
H 2.4293 -0.4464 -1.4472 0.1 -0.1 -0.2
H 1.1261 1.9146 -1.2611 0.0 0.2 -0.1
H -0.8911 -0.9924 0.7737 0.6 0.3 0.0
H 0.2962 -0.2947 1.8926 0.1 0.1 -0.1
H 0.6450 -3.0192 -0.3901 0.0 0.0 0.1
H 2.3714 -2.6627 -0.1784 0.0 0.0 0.0
H 1.3054 -2.7734 1.2346 0.1 0.0 0.0
H -1.5525 1.7580 1.3728 0.0 0.0 -0.1
H 0.1031 2.2616 1.7550 0.0 -0.1 -0.1
H -0.6896 2.8743 0.2953 0.0 -0.1 0.0
H -2.6538 1.5377 -0.9644 -0.1 0.1 0.2
H -1.6783 0.5122 -2.1379 0.1 -0.1 0.0
```
Positions in Å, forces in eV/Å.

Properties
Charge: +1
Energy above the lowest of the compared OMol25 structures with the same formula, charge and spin: 177.7 kJ/mol
Lowest unoccupied orbital energy (spin up / spin down): -3.871 / -5.218 eV

Atom charges from the natural (NBO) analysis, given in e for atoms 1 to 4: number 1, C, carries 0.0520; number 2, C, carries -0.0441; number 3, C, carries -0.0775; number 4, C, carries -0.4167


The following is a DFT calculation (wB97M-V/def2-TZVPD) of a single C3H7N3 molecule at a distorted geometry.

The geometry in XYZ format:
```
13
Properties=species:S:1:pos:R:3:forces:R:3
C -0.7737 -1.1755 -0.3529 -1.5 0.0 -0.1
C -0.6717 1.2714 -0.1589 -1.2 -0.2 -1.3
C 0.9775 -0.0919 0.9512 -1.3 0.0 -1.3
H -1.9699 -1.1886 -0.1773 2.6 -0.5 -1.1
H -0.4223 -1.1406 -1.4647 -0.9 -0.5 1.6
H -0.2724 -1.9767 0.2421 -0.8 0.0 -1.1
H -0.4688 2.0143 0.5768 0.2 0.7 0.4
H -1.7317 1.1453 -0.2695 -1.0 0.9 -0.3
H -0.3132 1.5736 -1.1789 0.3 -0.3 0.6
H 1.1545 -0.4679 1.9521 0.1 0.2 -0.2
N -0.3460 -0.0058 0.3419 3.0 0.0 2.1
N 1.9660 -0.0107 0.1065 0.7 -0.5 0.8
N 2.8717 0.0530 -0.5684 -0.3 0.2 -0.1
```
Positions in Å, forces in eV/Å.

Properties
Energy above the lowest of the compared OMol25 structures with the same formula, charge and spin: 303.2 kJ/mol
Lowest unoccupied orbital energy: 0.873 eV

Atom charges from the natural (NBO) analysis, given in e for atoms 1 to 4: number 1, C, carries -0.4092; number 2, C, carries -0.4030; number 3, C, carries -0.1306; number 4, H, carries 0.1988


The following is a DFT calculation (wB97M-V/def2-TZVPD) of a single C8H10 molecule at a distorted geometry.

The geometry in XYZ format:
```
18
Properties=species:S:1:pos:R:3:forces:R:3
C -2.8091 1.0971 2.1455 2.9 -0.7 -1.5
C -1.7667 0.7751 1.5645 -2.4 0.3 1.2
C -0.5324 1.0556 -0.4705 0.0 -0.8 1.3
C -0.6526 0.3664 0.7271 0.0 1.2 -2.1
C 0.4921 0.7534 -1.5373 -0.6 -1.7 1.4
C 0.2319 -0.8496 1.0539 -0.2 0.8 0.0
C 0.9783 -0.6970 -1.3819 -0.1 -0.6 -0.3
C 1.4057 -1.0030 0.0607 -1.3 -1.1 0.0
H -3.6901 1.4601 2.6207 0.1 -0.1 0.1
H -1.2096 1.8709 -0.7392 0.0 -0.2 0.6
H 1.3216 1.4049 -1.4235 0.9 0.8 0.0
H 0.0849 0.8847 -2.5166 -0.4 0.3 -0.6
H -0.4191 -1.7329 1.0323 0.1 0.1 0.1
H 0.6446 -0.7570 2.0735 -0.3 -0.1 -0.3
H 1.8268 -0.8460 -2.0737 -0.4 -0.2 0.3
H 0.1551 -1.4094 -1.6625 0.7 0.6 0.1
H 1.7672 -2.0512 0.1904 0.0 0.8 -0.3
H 2.1713 -0.3220 0.3366 0.9 0.6 0.3
```
Positions in Å, forces in eV/Å.

Properties
Energy above the lowest of the compared OMol25 structures with the same formula, charge and spin: 235.5 kJ/mol
SMILES: C#CC1=CCCCC1
Lowest unoccupied orbital energy: 0.971 eV

Atom charges from the natural (NBO) analysis, given in e for atoms 1 to 4: number 1, C, carries -0.2360; number 2, C, carries -0.0250; number 3, C, carries -0.1153; number 4, C, carries -0.1056


The following is a DFT calculation (wB97M-V/def2-TZVPD) of a single C4H11NO3 molecule at a distorted geometry.

The geometry in XYZ format:
```
19
Properties=species:S:1:pos:R:3:forces:R:3
C -0.3787 -0.5260 -1.1942 0.7 -0.6 -0.2
C -0.3852 0.5325 2.5928 -0.6 0.1 0.0
C -0.1489 -1.9175 -0.6018 0.0 0.4 0.1
C 0.8536 -0.0415 -1.9454 -0.4 0.1 -0.2
N 0.2519 1.1342 0.3818 0.8 0.2 -1.5
O -0.8000 0.3773 -0.1827 -0.5 0.9 1.2
O 0.6267 0.6355 1.5961 0.0 -0.1 0.1
O -0.2708 2.4334 0.5551 -0.5 -0.4 0.5
H 0.1780 2.9765 -0.1040 0.2 -0.3 0.0
H -1.2426 -0.5582 -1.8666 0.1 0.0 0.0
H -0.7989 1.5178 2.8262 0.1 -0.1 0.0
H 0.1191 0.1144 3.4631 -0.1 0.1 -0.1
H -1.1865 -0.1350 2.2595 0.1 0.1 0.1
H -1.0187 -2.2299 -0.0278 -0.1 0.0 0.0
H 0.7189 -1.8986 0.0603 0.0 0.0 0.0
H 0.0284 -2.6406 -1.3937 0.0 -0.1 -0.1
H 1.0455 -0.7178 -2.7756 0.0 0.0 -0.1
H 0.6853 0.9599 -2.3446 0.1 0.0 0.0
H 1.7231 -0.0164 -1.2985 0.1 0.0 0.0
```
Positions in Å, forces in eV/Å.

Properties
Energy above the lowest of the compared OMol25 structures with the same formula, charge and spin: 543.8 kJ/mol
SMILES: CON(O)OC(C)C
Lowest unoccupied orbital energy: 0.915 eV

Atom charges from the natural (NBO) analysis, given in e for atoms 1 to 4: number 1, C, carries 0.0995; number 2, C, carries -0.2922; number 3, C, carries -0.6329; number 4, C, carries -0.6358


Number 1: E -74707.7652 eV. Number 2: E -45417.0746 eV. Number 3: E -17488.0510 eV. Number 4: E -7691.5373 eV. Number 5: E -8455.8287 eV. Number 6: E -11954.4736 eV.